Here is 4 unconnected molecules or ions with the total composition C19H49BNO5 at a distorted geometry from OMol25. Energies are from wB97M-V/def2-TZVPD.

```
75
Properties=species:S:1:pos:R:3
C -2.551 -0.087 -3.234
C -1.932 -1.381 -4.044
C -1.387 -2.577 -3.011
C 0.234 -2.474 -2.782
C 0.681 -1.698 -1.394
C 0.855 -0.071 -1.561
C 2.406 0.455 -1.613
C 3.213 0.401 -0.188
C 2.278 0.530 1.152
N 2.014 -0.848 1.794
B 1.519 -0.642 3.247
O 1.971 -1.529 4.366
O 0.521 0.455 3.507
C -0.717 -0.070 2.846
H -1.688 0.724 -3.101
H -2.922 -0.451 -2.161
H -3.410 0.455 -3.831
H -0.963 -0.999 -4.609
H -2.727 -1.805 -4.819
H -1.619 -3.595 -3.586
H -2.020 -2.624 -2.019
H 0.756 -2.045 -3.755
H 0.627 -3.594 -2.675
H -0.217 -1.852 -0.623
H 1.631 -2.179 -0.905
H 0.243 0.546 -0.774
H 0.378 0.198 -2.621
H 2.370 1.598 -1.952
H 2.966 -0.147 -2.456
H 3.940 1.347 -0.183
H 3.886 -0.557 -0.180
H 1.306 1.169 1.024
H 2.939 1.108 1.961
H 2.893 -1.417 1.883
H 1.244 -1.373 1.318
H 2.093 -2.427 3.915
H -0.538 -0.005 1.688
H -1.683 0.506 3.170
H -0.825 -1.192 3.237
C -0.253 3.544 -3.800
C 0.742 3.907 -2.709
C 0.560 5.344 -2.249
O 2.068 3.733 -3.202
H -0.117 4.180 -4.682
H -0.102 2.510 -4.130
H -1.283 3.652 -3.447
H 0.617 3.229 -1.858
H 0.724 6.044 -3.076
H 1.290 5.595 -1.473
H -0.446 5.506 -1.849
H 2.187 4.331 -3.959
C 4.890 -2.207 7.349
C 5.537 -0.841 7.178
C 4.710 0.250 7.837
O 5.675 -0.556 5.789
H 3.900 -2.232 6.882
H 5.491 -2.981 6.860
H 4.784 -2.463 8.408
H 6.543 -0.853 7.612
H 3.712 0.312 7.387
H 5.181 1.229 7.695
H 4.598 0.068 8.910
H 4.787 -0.543 5.395
C -7.968 -0.240 -2.553
C -6.692 -1.024 -2.820
C -6.583 -2.232 -1.903
O -5.565 -0.175 -2.618
H -7.988 0.137 -1.525
H -8.027 0.633 -3.212
H -8.854 -0.862 -2.715
H -6.673 -1.352 -3.865
H -6.554 -1.925 -0.852
H -5.654 -2.780 -2.097
H -7.427 -2.913 -2.046
H -5.574 0.121 -1.693
```

Results
Total charge: +1
Relative energy (zero: lowest compared OMol25 entry of this formula, charge and spin) (eV): 5.855
Kohn-Sham gap (eV): 8.4
DFT total energy (eV): -32892.142